The following is a DFT calculation (ωB97M-V/def2-TZVPD) of 2 unconnected molecules or ions with the total composition C14H16N4O2S in a non-equilibrium geometry.

CARTESIAN COORDINATES (ANGSTROEM)
S -1.4418 -2.7055 2.9794
O 0.5780 -0.2983 -2.2825
O 1.4783 1.0330 3.8061
N -2.1538 -1.9053 1.6628
N 1.5715 -1.9311 -0.1829
N 1.5445 3.4345 4.6185
N -0.2998 -1.5668 3.4975
C -1.3418 2.9891 -0.1429
C 0.1178 2.0134 1.8874
C -0.0423 -1.5503 -2.0109
C -1.7760 0.5473 0.6744
C -3.4260 4.3076 1.1966
C 1.8861 -3.2277 -2.2178
C -1.5042 -0.6477 1.6454
C -2.5365 3.7663 0.5459
C 1.3664 -0.2744 -3.4603
C 0.4381 0.9028 2.8215
C -0.9857 1.7784 0.8391
C 1.3759 2.3343 4.2939
C 0.8629 -2.5566 -1.3061
C -0.3816 -0.3940 2.7040
H -4.1968 4.4301 2.0080
H 0.6175 3.0181 1.8828
H -0.8711 -1.3296 -1.3303
H 0.8836 -1.5675 0.4742
H 2.3089 -4.1086 -1.7280
H -0.4504 3.6723 -0.3103
H -0.4893 -1.9636 -2.9236
H 1.4226 -3.5591 -3.1514
H 2.7216 -2.5717 -2.4662
H 0.9475 -0.9049 -4.2498
H 1.4004 0.7554 -3.8216
H 2.3913 -0.5766 -3.2354
H -1.6895 2.5821 -1.1484
H 0.2160 -3.3488 -0.9140
H 2.0292 -1.0926 -0.5391
H -2.5713 0.5158 -0.1162

Calculated values
Relative energy (zero: lowest compared OMol25 entry of this formula, charge and spin), kcal per mole: 196.1
2S+1: 1
E_tot, Ha: -1310.4998
SMILES string: C#CCc1cc(OC#N)c2nsnc2c1.COC[C@@H](C)N
Kohn-Sham gap, hartree: 0.2820
HOMO level, eV: -9.21

***

The following is a DFT calculation (ωB97M-V/def2-TZVPD) of 7 unconnected molecules or ions with the total composition C40H36I2O14P.

CARTESIAN COORDINATES (ANGSTROEM)
I 3.5230 1.0628 1.1493
I 1.2981 1.7458 -2.1977
P -0.9747 2.6173 0.2364
O 3.7516 -8.6461 1.8413
O 2.7504 4.7815 3.7547
O 0.1056 -2.0689 -0.1387
O 7.7639 -5.2980 0.9988
O 1.4622 -7.6231 -1.7054
O 3.6787 1.8211 8.0470
O -6.2073 9.8190 -1.8134
O -5.4779 6.5578 2.2948
O -3.2977 4.0881 -0.3526
O -2.5475 5.2930 -0.5307
O -1.7063 1.2861 -4.1805
O 0.3763 -4.5004 -4.8392
O -5.2589 5.0480 -5.3008
O -1.0337 -11.8445 0.2758
C 1.8920 2.4729 0.7396
C 7.0099 -7.2661 2.0412
C -5.1033 6.9619 -0.0031
C -0.4643 -10.8729 -0.1729
C -0.1725 -1.9010 -2.4784
C 0.3161 -3.9351 -3.7647
C 6.0030 -8.1083 2.2511
C -6.5632 9.3925 0.4691
C 2.9872 3.8945 7.1782
C 6.8409 -6.0570 1.1917
C 2.9568 4.0941 4.7303
C 0.1644 -2.6138 -1.2183
C -2.6738 3.3345 0.7046
C -6.0336 9.0619 -0.8802
C -0.1006 -2.5175 -3.6560
C 2.7518 4.6369 6.1009
C 1.1551 -9.0552 0.1265
C 0.5857 -4.0353 -1.3321
C -2.8500 2.5014 -5.8473
C 5.5030 -5.8239 0.5881
C -5.6338 7.2936 1.3449
C 0.6595 -4.6514 -2.5086
C 0.8175 1.8343 -0.1095
C -0.7431 -10.3935 -1.5539
C 3.4276 2.6911 4.6093
C 4.6687 -7.8723 1.6475
C -4.4450 4.1863 -5.0352
C 3.6614 1.9532 5.6920
C 0.8802 -8.5888 -1.2518
C -0.1186 -9.3328 -2.0576
C -4.1104 3.8293 -3.6380
C -6.3776 8.5744 1.4997
C -2.5194 2.1442 -4.4415
C 3.4629 2.4916 7.0580
C 0.5320 -10.1181 0.6278
C 2.4890 3.8044 0.2998
C 4.4959 -6.6673 0.7983
C -3.7444 3.4466 -6.1204
C -3.2180 2.8819 -3.3599
C -5.2955 7.7873 -1.0307
H 2.7268 3.7982 -0.7655
H -4.5628 6.0297 -0.1014
H -3.4000 2.5364 0.9099
H -1.1755 2.9526 -1.1851
H -1.5430 1.2687 -0.0122
H 0.7069 0.7808 0.1634
H 5.4036 -4.9383 -0.0265
H 3.5162 -6.5211 0.3591
H 7.9934 -7.4119 2.4693
H -4.0074 3.7281 -7.1325
H -2.5744 3.9736 1.5946
H 2.8472 4.2643 8.1863
H 1.8903 -8.4905 0.6840
H 0.8298 -4.5325 -0.4006
H -2.9510 2.6140 -2.3453
H -6.7511 8.7905 2.4929
H 1.7620 4.5918 0.5135
H -0.3382 -2.0136 -4.5845
H -4.9186 7.5716 -2.0230
H 0.9721 -5.6849 -2.5912
H -0.3528 3.9453 0.4687
H -1.4769 -10.9592 -2.1139
H 0.7181 -10.4818 1.6304
H 2.4041 5.6606 6.1596
H -2.3243 1.9512 -6.6180
H 6.0990 -8.9955 2.8640
H -0.4672 -0.8636 -2.3856
H -0.2998 -8.9637 -3.0592
H 3.5658 2.3000 3.6044
H 3.4044 4.0310 0.8509
H -1.7817 4.9922 -1.0428
H -0.7428 2.2719 1.6582
H -7.0998 10.3293 0.5532
H -4.6263 4.3784 -2.8600
H 1.4321 2.6056 1.7271
H 4.0030 0.9274 5.6288

Calculated values
2S+1: 1
E_tot, Ha: -3535.5837
Kohn-Sham gap, hartree: 0.1495
HOMO level, eV: -4.56
Total charge: -1

***

Q: The highest E_tot belongs to which entry?
A: C14H16N4O2S

***

Q: Which formula does entry 1 have?
A: C14H16N4O2S